Record 1
C4H6ClN in the gas phase at a distorted geometry. Source: the Open Molecules 2025 dataset; level of theory: ωB97M-V with the def2-TZVPD basis set.

The value obtained for the energy relative to the best compared isomer or geometry (same formula, charge and spin) is 335.5 kJ/mol. The calculation puts the orbital gap (spin up / spin down) at 0.227 / 0.264 hartree. Its energy is -670.6724 a.u. As for the multiplicity: 3. Its expectation value of S² is 2.01. As for the LUMO energy (spin up / spin down): 0.90 / -2.44 eV. For the max |F|, the calculation gives 14.446 eV Å⁻¹.

Geometry (Å):
C: 1.040 -1.880 0.270
C: 1.005 -0.585 0.154
C: -0.514 1.568 0.067
C: -1.421 0.361 -0.298
N: -0.392 0.260 0.687
Cl: 2.229 0.482 -0.332
H: 1.967 -2.397 0.068
H: 0.223 -2.306 0.684
H: 0.224 1.857 -0.564
H: -0.828 2.357 0.714
H: -2.429 0.266 -0.180
H: -1.104 0.017 -1.268

***

Record 2
2 unconnected molecules or ions with the total composition C4H6ClN at a distorted geometry. Source: the Open Molecules 2025 dataset; level of theory: ωB97M-V with the def2-TZVPD basis set.

The value obtained for the energy relative to the best compared isomer or geometry (same formula, charge and spin) is 283.7 kJ/mol. The calculation puts the orbital gap (spin up / spin down) at 0.254 / 0.322 hartree. Its energy is -670.6921 a.u. As for the multiplicity: 3. Its expectation value of S² is 2.01. As for the LUMO energy (spin up / spin down): 1.01 / -1.15 eV. For the max |F|, the calculation gives 9.893 eV Å⁻¹.

Geometry (Å):
C: 1.106 0.970 -1.288
C: 1.227 0.357 -0.144
C: -1.237 -1.167 0.194
C: 1.553 -0.287 0.955
N: -1.722 -0.044 0.467
Cl: -2.428 -2.308 0.315
H: 1.874 1.278 -2.028
H: 0.127 1.385 -1.577
H: -1.242 0.628 -0.158
H: 1.914 0.332 1.831
H: 1.591 -1.351 0.845
H: -2.764 0.207 0.587

***

Record 3
2 unconnected molecules or ions with the total composition C4H6ClNOS at a distorted geometry. Source: the Open Molecules 2025 dataset; level of theory: ωB97M-V with the def2-TZVPD basis set.

The value obtained for the energy relative to the best compared isomer or geometry (same formula, charge and spin) is 115.7 kJ/mol. The calculation puts the orbital gap at 0.332 hartree. Its energy is -1144.3643 a.u. The structure (SMILES) is C=C(Cl)SC.N=C=O. As for the LUMO energy: 0.63 eV. For the max |F|, the calculation gives 1.217 eV Å⁻¹.

Geometry (Å):
C: -0.140 -1.616 1.304
C: 0.538 -1.013 0.337
Cl: 0.064 -1.202 -1.310
S: 1.944 -0.009 0.718
C: 2.477 0.677 -0.879
H: -0.990 -2.242 1.101
H: 0.163 -1.486 2.327
H: 3.550 0.823 -0.800
H: 1.981 1.627 -1.055
H: 2.252 -0.030 -1.670
N: -2.631 1.626 -0.386
C: -3.120 0.652 0.092
O: -3.495 -0.401 0.382
H: -2.593 2.593 -0.161

***

Record 4
C4H6ClNOS in the gas phase at a distorted geometry. Source: the Open Molecules 2025 dataset; level of theory: ωB97M-V with the def2-TZVPD basis set.

The value obtained for the energy relative to the best compared isomer or geometry (same formula, charge and spin) is 326.9 kJ/mol. The calculation puts the orbital gap at 0.344 hartree. Its energy is -1144.2839 a.u. The structure (SMILES) is S=CNO[C@H]1C[C@H]1Cl. As for the LUMO energy: 0.71 eV. For the max |F|, the calculation gives 1.142 eV Å⁻¹.

Geometry (Å):
S: 1.541 -0.550 -2.710
C: 1.322 0.873 -1.941
N: 0.407 1.172 -1.015
O: -0.672 0.357 -0.763
C: -0.353 -0.699 0.107
C: 0.074 -0.390 1.510
C: -1.298 -0.918 1.252
Cl: -2.680 0.131 1.453
H: 1.971 1.744 -2.063
H: 0.201 2.122 -0.746
H: 0.055 -1.567 -0.384
H: 0.140 0.662 1.748
H: 0.816 -1.039 2.004
H: -1.522 -1.900 1.546

***

Record 5
C4H6ClNS in the gas phase at a distorted geometry. Source: the Open Molecules 2025 dataset; level of theory: ωB97M-V with the def2-TZVPD basis set.

The value obtained for the energy relative to the best compared isomer or geometry (same formula, charge and spin) is 329.9 kJ/mol. The calculation puts the orbital gap at 0.327 hartree. Its energy is -1069.0129 a.u. The structure (SMILES) is S=C(CCl)N1CC1. As for the LUMO energy: 0.31 eV. For the max |F|, the calculation gives 4.414 eV Å⁻¹.

Geometry (Å):
S: 1.243 -2.104 -0.222
C: -0.049 -1.010 -0.162
C: -1.359 -1.570 0.197
Cl: -2.795 -0.452 -0.291
N: 0.152 0.309 -0.340
C: 0.203 1.699 0.087
C: 1.457 0.954 -0.188
H: -1.329 -1.745 1.350
H: -1.339 -2.435 -0.417
H: -0.002 2.611 -0.829
H: -0.495 1.826 0.978
H: 1.926 0.551 0.693
H: 2.388 1.366 -0.853

***

Record 6
A molecular structure, C4H6ClNS at a distorted geometry. Source: the Open Molecules 2025 dataset; level of theory: ωB97M-V with the def2-TZVPD basis set.

The value obtained for the energy relative to the best compared isomer or geometry (same formula, charge and spin) is 263.7 kJ/mol. The calculation puts the orbital gap (spin up / spin down) at 0.217 / 0.242 hartree. Its energy is -1069.0382 a.u. As for the LUMO energy (spin up / spin down): -2.73 / -2.47 eV. For the max |F|, the calculation gives 3.713 eV Å⁻¹.

Geometry (Å):
C: 1.427 0.600 -0.717
C: -0.519 0.152 -2.140
C: 0.060 0.059 2.004
C: 0.117 0.037 -0.782
N: 2.444 1.110 -0.726
S: -0.731 -0.590 0.551
Cl: -1.257 -2.779 2.181
H: 0.155 0.010 -3.066
H: -0.498 1.168 -2.142
H: -1.537 -0.337 -2.263
H: 0.976 -0.348 2.362
H: -0.718 -0.250 2.654
H: 0.081 1.167 2.085

***

Record 7
A molecular structure, C4H6CoO2 at a distorted geometry. Source: the Open Molecules 2025 dataset; level of theory: ωB97M-V with the def2-TZVPD basis set.

As for the net charge: +1. The value obtained for the energy relative to the best compared isomer or geometry (same formula, charge and spin) is 82.9 kJ/mol. The calculation puts the orbital gap (spin up / spin down) at 0.183 / 0.320 hartree. Its energy is -1688.7782 a.u. As for the multiplicity: 5. Its expectation value of S² is 6.01. As for the LUMO energy (spin up / spin down): -5.81 / -6.17 eV. For the max |F|, the calculation gives 4.382 eV Å⁻¹.

Geometry (Å):
H: -0.625 -0.506 -1.302
O: -2.545 0.750 -0.357
C: -1.253 0.706 -0.370
C: -0.662 -0.568 -0.052
C: 0.780 -0.858 0.373
C: 1.845 -0.032 -0.288
O: 1.825 1.296 -0.137
Co: 0.262 2.073 0.426
H: -2.883 1.555 0.060
H: -1.383 -1.221 0.461
H: 0.980 -1.919 0.167
H: 0.831 -0.784 1.480
H: 2.827 -0.493 -0.462

***

Record 8
A molecular structure, C4H6CrF10N4O18S6 at a distorted geometry. Source: the Open Molecules 2025 dataset; level of theory: ωB97M-V with the def2-TZVPD basis set.

As for the net charge: -2. The value obtained for the energy relative to the best compared isomer or geometry (same formula, charge and spin) is 0.0 kJ/mol. The calculation puts the orbital gap (spin up / spin down) at 0.238 / 0.241 hartree. Its energy is -6161.3947 a.u. As for the multiplicity: 9. Its expectation value of S² is 20.03. As for the LUMO energy (spin up / spin down): 4.48 / 1.36 eV. For the max |F|, the calculation gives 4.815 eV Å⁻¹.

Geometry (Å):
Cr: -4.520 -16.036 31.188
C: -5.672 -11.863 30.435
F: -6.647 -12.275 29.621
F: -5.516 -10.539 30.335
F: -6.014 -12.135 31.693
S: -4.083 -12.721 29.984
O: -3.066 -11.936 30.629
O: -4.261 -14.070 30.518
O: -3.971 -12.674 28.563
C: -3.300 -20.373 32.375
F: -3.554 -21.493 33.049
F: -2.153 -19.825 32.827
F: -3.089 -20.691 31.101
S: -4.647 -19.120 32.626
O: -5.792 -19.697 31.973
O: -4.725 -19.028 34.047
O: -4.142 -17.911 31.972
N: -4.361 -16.696 29.220
S: -3.718 -18.028 28.572
O: -2.860 -17.765 27.463
O: -4.597 -19.142 28.577
F: -2.719 -18.410 29.727
S: -5.053 -16.099 27.816
O: -5.865 -17.008 27.081
O: -4.273 -15.103 27.198
F: -6.164 -15.224 28.557
N: -4.821 -16.703 35.988
S: -5.388 -15.422 34.703
O: -4.932 -15.630 33.316
O: -5.955 -14.133 35.101
F: -6.751 -16.271 34.557
S: -4.014 -15.517 36.812
O: -4.833 -14.999 37.855
O: -3.012 -14.710 36.219
F: -3.117 -16.575 37.635
C: -0.565 -14.580 33.228
N: -1.547 -15.640 33.124
O: -1.882 -16.315 34.244
O: -2.261 -15.792 32.069
H: 0.409 -14.977 32.933
H: -0.453 -14.220 34.246
H: -0.922 -13.811 32.546
C: -7.669 -18.639 30.063
N: -7.682 -17.639 31.158
O: -6.742 -16.871 31.237
O: -8.713 -17.511 31.776
H: -8.203 -19.519 30.400
H: -6.636 -18.912 29.866
H: -8.092 -18.157 29.187

***

Record 9
A molecular structure, C4H6CuO2 at a distorted geometry. Source: the Open Molecules 2025 dataset; level of theory: ωB97M-V with the def2-TZVPD basis set.

The value obtained for the energy relative to the best compared isomer or geometry (same formula, charge and spin) is 449.0 kJ/mol. The calculation puts the orbital gap (spin up / spin down) at 0.221 / 0.207 hartree. Its energy is -1946.6488 a.u. As for the multiplicity: 2. Its expectation value of S² is 0.77. As for the LUMO energy (spin up / spin down): -1.06 / -1.28 eV. For the max |F|, the calculation gives 2.136 eV Å⁻¹.

Geometry (Å):
O: -0.618 0.550 -0.384
C: 1.050 0.565 -0.805
Cu: 1.227 1.587 0.829
O: 1.677 -0.312 0.164
C: 2.393 -1.443 -0.295
H: 2.533 -1.444 -1.385
H: 3.399 -1.410 0.147
H: 1.845 -2.353 -0.009
C: -1.755 1.021 -0.726
C: -2.728 0.840 0.411
H: -2.248 0.771 1.406
H: -3.435 1.688 0.414
H: -3.340 -0.059 0.233

***

Record 10
A molecular structure, C4H6EuO7P2S2 at a distorted geometry. Source: the Open Molecules 2025 dataset; level of theory: ωB97M-V with the def2-TZVPD basis set.

As for the net charge: +2. The calculation puts the orbital gap (spin up / spin down) at 0.233 / 0.240 hartree. Its energy is -2871.3872 a.u. As for the multiplicity: 8. Its expectation value of S² is 15.76. As for the LUMO energy (spin up / spin down): -9.04 / -8.85 eV. For the max |F|, the calculation gives 5.458 eV Å⁻¹.

Geometry (Å):
C: 0.303 -1.221 2.274
C: 0.610 -0.124 1.815
C: 0.819 1.243 1.027
S: 2.568 1.710 0.662
O: 0.338 2.281 1.911
S: -1.079 2.837 1.164
O: -1.053 4.258 1.438
O: -2.261 2.159 1.695
O: -0.827 2.374 -0.447
C: -0.149 1.107 -0.252
P: 0.580 0.212 -1.735
P: -0.444 -1.723 -1.893
O: -0.274 -2.158 -3.385
O: 0.326 -2.906 -0.914
O: -2.074 -1.589 -1.630
H: -0.230 -2.196 2.457
H: 3.013 2.417 1.768
H: -0.990 0.475 0.204
H: 1.940 -0.086 -1.385
H: 0.565 -2.436 -0.070
H: -2.451 -2.503 -1.574
Eu: 0.771 -4.133 -3.131

***

Record 11
A molecular structure, C4H6F2 at a distorted geometry. Source: the Open Molecules 2025 dataset; level of theory: ωB97M-V with the def2-TZVPD basis set.

The value obtained for the energy relative to the best compared isomer or geometry (same formula, charge and spin) is 113.8 kJ/mol. The calculation puts the orbital gap at 0.460 hartree. Its energy is -355.6813 a.u. As for the LUMO energy: 1.05 eV. For the max |F|, the calculation gives 5.510 eV Å⁻¹.

Geometry (Å):
C: 0.944 -0.078 -0.042
C: -0.100 -0.727 0.876
C: -1.073 -0.005 -0.233
C: 0.114 0.938 -0.514
H: -0.190 -1.811 0.936
H: -0.104 -0.391 1.975
H: -1.412 -0.615 -1.132
H: -2.041 0.358 0.087
H: 0.450 1.211 -1.681
H: 0.036 1.767 0.254
F: 2.116 0.397 0.417
F: 1.260 -1.047 -0.943

***

Record 12
C4H6F2 in the gas phase at a distorted geometry. Source: the Open Molecules 2025 dataset; level of theory: ωB97M-V with the def2-TZVPD basis set.

The value obtained for the energy relative to the best compared isomer or geometry (same formula, charge and spin) is 15.4 kJ/mol. The calculation puts the orbital gap at 0.413 hartree. Its energy is -355.7188 a.u. The structure (SMILES) is C=CCC(F)F. As for the LUMO energy: 1.13 eV. For the max |F|, the calculation gives 1.275 eV Å⁻¹.

Geometry (Å):
C: 1.477 -1.267 -0.656
C: 0.592 -0.798 0.216
C: 0.103 0.630 0.351
C: -1.406 0.820 0.131
F: -1.692 2.150 0.353
F: -1.722 0.452 -1.133
H: 1.872 -0.600 -1.425
H: 1.779 -2.309 -0.571
H: 0.169 -1.495 0.982
H: 0.270 0.939 1.384
H: 0.600 1.222 -0.453
H: -2.043 0.255 0.823

***

- Which of these has the highest max |F|?
  number 1

***

- Which of these has the lowest max |F|?
  number 4

***

- Which formula does entry 6 have?
  C4H6ClNS